(1)
Formula: C2H7N4O
Source: the Open Molecules 2025 dataset
Level of theory: the ωB97M-V functional and the def2-TZVPD basis

Summary:
Charge   +1
Multiplicity   1
Energy above the lowest of the compared OMol25 structures with the same formula, charge and spin   137.8 kcal per mole
Gap between HOMO and LUMO (spin up / spin down)   8.0 / 8.0 eV

Structure (XYZ):
```
14
Properties=species:S:1:pos:R:3:mulliken_charge:R:1
C 0.02829 1.08047 -0.21437 0.486
C 2.49059 -0.53622 0.75638 -0.066
N -0.78806 0.19098 -0.50919 -0.092
N -1.16102 -1.01979 -0.43085 0.183
N -2.32196 -1.51925 0.09521 -0.515
N 0.04384 2.35803 -0.39379 -0.296
O 1.56178 -0.42685 -0.01925 -0.420
H 3.28648 0.27902 0.67731 0.225
H -0.54309 -1.68863 -0.71087 0.230
H 2.73783 -1.39163 1.41613 0.265
H -2.69734 -0.88087 0.79808 0.258
H -2.93987 -2.20112 -0.36139 0.252
H -0.42849 2.76204 -1.12779 0.231
H 0.73103 2.99382 0.02440 0.259
```



(2)
Formula: C28H66F6N7O12S2
Source: the Open Molecules 2025 dataset
Level of theory: the ωB97M-V functional and the def2-TZVPD basis

Summary:
Charge   +6
Multiplicity   2
Gap between HOMO and LUMO (spin up / spin down)   9.1 / 5.8 eV

Structure (XYZ):
```
121
Properties=species:S:1:pos:R:3:mulliken_charge:R:1
C 17.21571 -2.25685 16.84312 -1.144
C 17.01057 -1.50442 15.52206 0.539
O 16.90043 -2.10602 14.44333 -0.385
N 16.77420 -0.06866 15.65199 0.015
H 15.88385 0.07799 16.10571 0.341
H 17.40463 0.31207 16.34316 0.436
C 16.70093 0.56804 14.32174 -1.070
H 18.21551 -2.14472 17.26255 0.387
H 17.17920 -3.32546 16.63137 0.341
H 16.39631 -2.03484 17.52678 0.385
H 16.70159 1.65410 14.41428 0.196
H 15.74537 0.24418 13.90928 0.468
H 17.51650 0.25293 13.67087 0.517
C 11.51399 6.57205 9.17006 -0.802
C 11.85134 6.29118 10.61555 0.785
O 12.01757 7.10982 11.56125 -0.446
N 12.46564 4.89497 10.89511 0.415
H 12.40032 4.40209 10.01596 0.427
H 13.44270 5.08646 11.06476 0.213
C 11.82296 4.20915 12.04815 -0.810
H 12.45115 6.52189 8.61571 -0.152
H 11.08399 7.54297 8.92407 0.411
H 10.88547 5.82761 8.68132 0.437
H 12.17509 4.81816 12.88074 0.424
H 12.30342 3.23180 12.09331 0.282
H 10.73416 4.20070 12.09861 0.387
C 18.05984 0.40599 9.08486 -0.608
C 16.53232 0.20081 9.08760 0.429
O 16.13314 -0.94274 8.89997 -0.402
N 15.71827 1.46513 9.31014 0.460
H 16.34869 2.24372 9.43846 -0.120
H 15.27161 1.75202 8.45090 0.498
C 14.80381 1.40980 10.53837 -0.541
H 18.45986 0.90009 9.97027 0.080
H 18.36546 0.64385 8.06598 0.253
H 18.54790 -0.54013 9.31885 0.468
H 15.59871 1.41113 11.28417 0.304
H 14.19633 0.50638 10.48448 0.433
H 14.10088 2.23869 10.45513 0.012
C 16.07990 6.20747 7.67325 0.091
C 15.97686 6.11307 6.14148 0.052
O 17.04893 6.04303 5.44541 -0.429
N 14.66179 5.89776 5.45903 -0.058
H 14.82426 5.35636 4.62202 0.428
H 14.07863 5.28365 6.00939 0.369
C 13.76902 7.08242 5.25496 -0.684
H 16.75121 6.96190 8.08347 0.433
H 16.37500 5.23611 8.07010 0.023
H 15.17463 6.22229 8.28017 -0.042
H 12.85689 6.80714 4.72549 0.382
H 14.40009 7.84358 4.79617 0.375
H 13.41798 7.32267 6.25853 0.182
C 12.62085 2.57637 16.31340 -0.896
C 13.96658 3.19580 16.02926 0.377
O 14.62956 3.08392 15.02325 -0.404
N 14.54493 4.03611 17.16099 0.103
H 14.96191 4.89143 16.82240 0.266
H 13.84327 4.43743 17.76656 0.528
C 15.63691 3.23406 17.98525 -0.858
H 12.07245 2.71238 15.38127 0.262
H 12.04853 3.15290 17.04013 0.436
H 12.66299 1.52415 16.59474 0.298
H 16.49565 3.03201 17.34506 0.297
H 15.11539 2.43499 18.51213 0.395
H 15.99892 3.98384 18.68873 0.417
C 20.56493 4.03944 6.55577 -1.223
C 19.49422 4.03332 7.65205 0.416
O 18.44946 3.34990 7.54124 -0.377
N 19.78003 4.70143 8.94023 0.323
H 20.12642 5.64758 8.87012 0.481
H 18.84504 4.79643 9.31020 -0.255
C 20.48136 3.94463 10.07739 -0.572
H 20.64771 5.08140 6.24664 0.407
H 20.37653 3.56337 5.59350 0.400
H 21.54759 3.79042 6.95638 0.367
H 20.74504 4.54347 10.94914 0.344
H 21.34023 3.52624 9.55262 0.372
H 19.75344 3.16749 10.31041 0.170
C 12.72233 12.19749 9.07038 -1.230
C 13.91613 11.20160 9.31370 0.041
C 14.25609 11.00312 10.73899 -1.004
N 15.45490 10.04049 11.04937 0.656
C 15.42672 8.74872 10.13069 -1.729
C 15.46847 9.58830 12.49813 -0.221
C 16.70483 10.34964 13.06420 -0.669
C 17.08647 11.49023 12.14785 -0.878
C 16.76030 10.82621 10.82652 -0.671
H 13.04020 13.09473 8.53931 0.348
H 12.15648 12.44020 9.96983 0.398
H 12.02785 11.70827 8.38741 0.341
H 14.80292 11.61164 8.83041 0.296
H 13.60463 10.28639 8.81024 0.017
H 13.36039 10.51901 11.12815 0.472
H 14.34184 11.96067 11.25264 0.415
H 15.93609 7.88560 10.55925 0.893
H 15.74435 8.95517 9.10864 0.396
H 14.36127 8.51878 10.12398 0.309
H 15.65619 8.52183 12.62265 0.008
H 14.53145 9.88340 12.97035 0.358
H 17.61386 9.76869 13.22000 0.386
H 16.63948 10.76055 14.07166 0.429
H 18.15574 11.64376 12.29346 0.399
H 16.55644 12.40146 12.42501 0.363
H 17.47372 10.02603 10.62945 0.384
H 16.85590 11.43867 9.92994 0.404
C 17.15828 4.60874 12.75357 0.336
F 16.55378 3.45984 13.12006 -0.149
F 16.83451 5.55862 13.48972 -0.077
F 18.47901 4.45664 12.72391 -0.198
S 16.62922 4.88807 10.87911 1.258
O 15.18460 5.21583 10.90197 -1.012
O 17.38188 5.99862 10.28650 -0.793
O 16.98732 3.70286 10.18509 -1.064
C 18.45842 6.91769 16.37963 0.651
F 19.29551 7.79364 15.98920 -0.179
F 18.50641 5.92256 15.52618 -0.193
F 18.86690 6.33606 17.52636 -0.212
S 16.69652 7.64294 16.67883 1.081
O 16.79499 8.14329 18.00870 -0.291
O 16.52523 8.70002 15.70327 -0.376
O 15.81399 6.51042 16.62918 -0.756
```



(3)
Formula: CH3O4Si
Source: the Open Molecules 2025 dataset
Level of theory: the ωB97M-V functional and the def2-TZVPD basis

Summary:
Charge   -1
Multiplicity   1
Energy above the lowest of the compared OMol25 structures with the same formula, charge and spin   35.4 kcal per mole
SMILES   O=C(O)[Si@H]([O-])O
Gap between HOMO and LUMO   8.3 eV

Structure (XYZ):
```
9
Properties=species:S:1:pos:R:3:mulliken_charge:R:1
O 0.74832 0.43112 2.25337 -0.515
C 0.59754 0.18119 1.10359 0.447
O 1.81986 0.27805 0.22156 -0.487
Si -0.78572 -0.47977 -0.12749 0.369
O -0.06665 -1.80071 -0.62164 -0.671
O -1.24935 0.81078 -1.14726 -0.481
H 1.41591 0.16686 -0.79059 0.280
H -2.16931 -0.78179 0.48176 -0.213
H -0.31059 1.19426 -1.37331 0.271
```



(4)
Formula: C7H9Cl3Si
Source: the Open Molecules 2025 dataset
Level of theory: the ωB97M-V functional and the def2-TZVPD basis

Summary:
Charge   0
Multiplicity   1
Energy above the lowest of the compared OMol25 structures with the same formula, charge and spin   83.7 kcal per mole
Gap between HOMO and LUMO (spin up / spin down)   7.2 / 7.2 eV

Structure (XYZ):
```
20
Properties=species:S:1:pos:R:3:mulliken_charge:R:1
C -0.38610 1.56203 0.44888 -0.317
C -1.34714 1.10354 -0.30612 -0.980
C 1.83065 0.49017 -0.09163 -0.959
C 1.10086 -0.55147 -0.90628 -0.602
C 0.31460 -0.66883 1.31827 -0.776
C 0.76561 0.77413 1.00330 -0.038
C 0.08601 -1.13850 -0.08534 0.362
Si -1.64685 -0.99201 -0.72751 0.683
Cl -2.04308 -0.34036 -2.65436 -0.285
Cl -2.12125 -3.01567 -0.81095 -0.354
Cl -3.16324 -0.77962 0.75909 -0.316
H -0.34747 2.57557 0.71540 0.420
H -2.24746 1.56738 -0.70716 0.557
H 2.79203 0.17415 0.33399 0.332
H 2.12126 1.37524 -0.65057 0.403
H 0.68354 -0.00597 -1.73500 0.183
H 1.70506 -1.41696 -1.27099 0.416
H 1.24456 -1.20407 1.73190 0.363
H -0.63724 -0.72844 1.86484 0.297
H 1.29566 1.21970 1.77027 0.614
```



(5)
Formula: C4H5ClN2O
Source: the Open Molecules 2025 dataset
Level of theory: the ωB97M-V functional and the def2-TZVPD basis

Summary:
Charge   0
Multiplicity   1
Energy above the lowest of the compared OMol25 structures with the same formula, charge and spin   39.6 kcal per mole
SMILES   O[C@@]1(Cl)C=NC=CN1
Gap between HOMO and LUMO   9.3 eV

Structure (XYZ):
```
13
Properties=species:S:1:pos:R:3:mulliken_charge:R:1
O -0.22483 2.32035 0.25476 -0.501
C 0.28893 1.06342 0.22354 0.350
Cl 2.24050 1.23732 0.08513 -0.269
C 0.05206 0.14508 1.47469 -0.111
N 0.14536 -1.10536 1.38194 -0.464
C 0.32471 -1.67277 0.14514 -0.609
C 0.00180 -1.00393 -1.02008 -0.006
N -0.23028 0.39993 -0.89222 -0.213
H 0.26682 2.73628 1.04022 0.405
H 0.04059 0.53867 2.40069 0.399
H 0.35014 -2.68318 0.06828 0.434
H -0.01020 -1.40517 -2.11434 0.307
H -0.53170 0.93677 -1.73822 0.279
```



(6)
Formula: C3H11N2O2
Source: the Open Molecules 2025 dataset
Level of theory: the ωB97M-V functional and the def2-TZVPD basis

Summary:
Charge   -1
Multiplicity   1
Energy above the lowest of the compared OMol25 structures with the same formula, charge and spin   128.7 kcal per mole
Gap between HOMO and LUMO   6.3 eV

Structure (XYZ):
```
18
Properties=species:S:1:pos:R:3:mulliken_charge:R:1
C -0.67733 -0.05442 -0.22260 -0.109
N -1.10387 -1.11247 0.70364 -0.405
C -0.93214 -0.55349 1.91226 -0.417
O -0.47459 0.79923 2.34905 -0.521
C 0.78753 0.33710 -0.06713 -0.602
N 1.36249 1.00432 -1.23569 -0.738
H -1.31178 0.75734 -0.08482 0.295
H -0.83034 -0.39913 -1.26500 0.368
H 1.64306 -2.21031 2.62348 0.108
H 0.21503 -0.14361 2.00300 0.373
H -1.38289 -1.02497 2.74405 0.488
H 1.30344 -0.61104 0.10245 0.317
H 0.96872 0.97003 0.80766 0.212
H 1.39340 0.29686 -1.99295 0.413
H 0.74645 1.75951 -1.52859 0.271
H 1.05373 -2.41046 2.22780 -0.096
H 0.04142 -0.40432 -4.13101 0.116
O 0.38472 -0.07398 -3.28865 -1.073
```



Number 1: total energy -374.230004 Eh. Number 2: total energy -3785.496157 Eh. Number 3: total energy -630.475702 Eh. Number 4: total energy -1942.196661 Eh. Number 5: total energy -800.316479 Eh. Number 6: total energy -380.694737 Eh.